The following is a DFT calculation (wB97M-V/def2-TZVPD) of C37H37N4P2RhS2Se2 as an isolated structure.

```
85
Properties=species:S:1:pos:R:3
Rh 0.97 1.11 -0.22
S -1.27 2.25 -1.27
P -2.12 0.71 -0.28
C -0.73 -0.25 0.12
P -0.23 -1.75 -0.62
S 1.51 -1.23 -1.47
C 0.00 -2.91 0.77
C -0.87 -2.82 1.86
C -0.71 -3.67 2.94
C 0.32 -4.60 2.94
C 1.19 -4.69 1.86
C 1.03 -3.84 0.78
C -1.33 -2.57 -1.81
C -2.12 -3.65 -1.44
C -2.88 -4.28 -2.41
C -2.86 -3.84 -3.72
C -2.09 -2.75 -4.08
C -1.33 -2.11 -3.13
C -2.81 1.33 1.28
C -3.90 2.20 1.26
C -4.36 2.74 2.44
C -3.72 2.44 3.64
C -2.63 1.58 3.65
C -2.18 1.02 2.47
C -3.44 -0.05 -1.27
C -3.59 0.36 -2.60
C -4.56 -0.23 -3.39
C -5.37 -1.22 -2.86
C -5.22 -1.62 -1.54
C -4.25 -1.04 -0.74
H -1.66 -2.09 1.85
H -1.38 -3.60 3.78
H 0.45 -5.26 3.79
H 1.99 -5.42 1.86
H 1.71 -3.89 -0.07
H -2.13 -4.00 -0.42
H -3.49 -5.14 -2.13
H -3.45 -4.36 -4.46
H -2.07 -2.41 -5.10
H -0.70 -1.26 -3.40
H -4.37 2.44 0.31
H -5.21 3.40 2.43
H -4.08 2.87 4.56
H -2.14 1.34 4.58
H -1.34 0.32 2.46
H -2.95 1.14 -2.99
H -4.68 0.10 -4.41
H -6.13 -1.68 -3.47
H -5.85 -2.40 -1.13
H -4.14 -1.35 0.29
Se 2.60 4.00 1.43
Se 0.56 3.08 2.05
C 1.18 1.38 2.74
C 0.94 1.00 4.05
C 1.28 -0.28 4.43
C 1.85 -1.13 3.49
C 2.10 -0.65 2.21
N 1.76 0.59 1.84
C 2.23 4.33 -0.45
C 2.46 5.59 -0.96
C 2.11 5.83 -2.29
C 1.61 4.78 -3.04
C 1.46 3.54 -2.45
N 1.75 3.32 -1.17
H 0.50 1.70 4.74
H 1.11 -0.62 5.44
H 2.12 -2.14 3.75
H 2.58 -1.26 1.46
H 2.88 6.37 -0.34
H 2.23 6.81 -2.71
H 1.34 4.92 -4.07
H 1.10 2.69 -3.00
N 7.31 0.46 -0.85
C 6.07 1.19 -0.45
C 4.78 0.41 -0.80
N 3.61 1.19 -0.50
H 8.15 0.99 -0.59
H 7.32 0.31 -1.87
H 7.34 -0.46 -0.40
H 6.06 2.16 -0.95
H 6.11 1.37 0.63
H 4.75 -0.52 -0.22
H 4.77 0.15 -1.86
H 3.50 1.95 -1.18
H 3.66 1.59 0.43
```

Summary:
Charge = +2
LUMO (alpha / beta) = -0.2145 / -0.2143 Eh
HOMO (alpha / beta) = -11.7 / -11.7 eV
HOMO-LUMO gap (alpha / beta) = 5.867 / 5.866 eV

The following is a DFT calculation (wB97M-V/def2-TZVPD) of a 2-piece molecular cluster, C4H14N2O overall.

```
21
Properties=species:S:1:pos:R:3
N 1.31 1.93 0.05
C 1.78 0.57 0.39
C 0.75 -0.46 -0.05
N -0.65 -0.23 -0.22
C -1.61 -1.34 0.11
C -2.41 -1.03 1.44
H 0.35 2.00 0.38
H 1.91 2.57 0.55
H 2.71 0.39 -0.14
H 1.85 0.43 1.49
H 0.90 -1.33 0.61
H 1.17 -0.90 -0.97
H -0.75 0.13 -1.17
H -1.06 -2.25 0.29
H -2.25 -1.31 -0.75
H -1.71 -0.65 2.20
H -3.06 -0.18 1.18
H -2.82 -2.01 1.67
H 1.67 0.87 -2.77
H 1.13 1.56 -1.69
O 0.79 1.24 -2.59
```

Summary:
Energy relative to the best compared isomer or geometry (same formula, charge and spin) = 1.953 eV
Charge = 0
LUMO = 0.0346 Eh
HOMO = -8.5 eV
HOMO-LUMO gap = 9.421 eV

The following is a DFT calculation (wB97M-V/def2-TZVPD) of one molecule with the formula C4H8OS3.

```
16
Properties=species:S:1:pos:R:3
C -1.22 -3.32 -0.57
C -1.40 -1.16 -1.43
C -0.79 0.91 0.15
C 0.55 1.13 0.89
H -2.20 -3.24 -0.03
H -1.32 -3.80 -1.49
H -0.49 -3.89 0.04
H -1.52 -1.50 -2.46
H -2.40 -1.06 -1.05
H -1.47 1.81 0.26
H -1.21 0.06 0.76
H 0.95 -1.22 0.40
O -0.64 -2.09 -0.71
S -0.68 0.43 -1.52
S 1.64 -0.22 0.98
S 1.03 2.55 1.48
```

Summary:
Energy relative to the best compared isomer or geometry (same formula, charge and spin) = 1.477 eV
Charge = 0
LUMO = -0.0023 Eh
HOMO = -8.7 eV
HOMO-LUMO gap = 8.589 eV

Sequential max |F| output: 0.07283 0.07684 0.05917 Eh/bohr
Sequential E_tot output: -8043.14695 -345.50441 -1426.95702 Ha